# 1
This record from the Open Molecules 2025 dataset describes C29H44BeFN2O3S2SbSi3 as an isolated structure. The level of theory is the ωB97M-V functional and the def2-TZVPD basis.

* gap between HOMO and LUMO: 0.227 hartree
* DFT total energy: -94875.550 eV
* E_HOMO: -1.676 eV

ORCA input file:
```
! wB97M-V def2-TZVPD RIJCOSX def2/J DEFGRID3
* xyz -2 1
Be -0.06 -0.03 0.36
C 1.99 4.16 -0.36
Sb 0.34 2.76 -0.12
C 1.32 1.11 0.81
C 2.68 0.80 0.27
C 2.93 -0.35 -0.49
C 4.23 -0.69 -0.81
C 5.27 0.14 -0.41
C 4.93 1.29 0.28
N 3.69 1.62 0.62
Si 1.60 1.46 2.64
C 2.82 0.21 3.34
C 0.08 1.26 3.75
C 2.21 3.19 3.12
C 0.11 2.12 -2.27
C -0.33 0.65 -2.41
C -0.79 0.26 -3.65
C -1.49 -0.97 -3.79
C -1.57 -1.82 -2.76
C -0.80 -1.53 -1.54
N -0.39 -0.17 -1.34
Si -1.41 3.17 -2.78
C -2.98 2.43 -2.09
C -1.32 4.95 -2.13
C -1.71 3.44 -4.63
Si 1.57 2.52 -3.42
C 3.21 1.71 -3.01
C 1.88 4.39 -3.55
C 1.37 2.02 -5.24
H 2.43 4.26 0.62
H 1.61 5.13 -0.69
H 2.75 3.81 -1.05
H 2.11 -0.96 -0.82
H 4.41 -1.61 -1.35
H 6.30 -0.09 -0.64
H 5.71 1.99 0.59
H 2.65 -0.76 2.87
H 2.67 0.10 4.41
H 3.86 0.49 3.16
H -0.25 0.22 3.78
H -0.77 1.87 3.46
H 0.38 1.55 4.76
H 3.18 3.41 2.68
H 2.30 3.23 4.21
H 1.51 3.97 2.83
H -0.76 0.94 -4.47
H -2.00 -1.18 -4.73
H -2.12 -2.76 -2.79
H -1.30 -1.90 -0.64
H -2.88 2.26 -1.02
H -3.20 1.47 -2.56
H -3.82 3.11 -2.25
H -1.50 5.00 -1.06
H -2.09 5.54 -2.62
H -0.36 5.43 -2.33
H -1.93 2.51 -5.16
H -0.89 3.94 -5.14
H -2.59 4.08 -4.72
H 3.59 1.93 -2.02
H 3.93 2.07 -3.75
H 3.13 0.63 -3.11
H 1.78 4.92 -2.61
H 1.21 4.86 -4.28
H 2.90 4.53 -3.90
H 1.36 0.94 -5.35
H 2.25 2.42 -5.76
H 0.48 2.42 -5.73
F -6.26 3.22 0.51
C -5.15 2.43 0.71
C -5.12 1.15 0.19
C -3.99 0.38 0.40
C -2.88 0.84 1.12
C -1.69 -0.02 1.29
C -2.97 2.15 1.62
C -4.09 2.94 1.42
H -5.97 0.78 -0.38
H -3.96 -0.63 -0.01
H -1.99 -1.05 1.13
H -1.35 0.03 2.33
H -2.12 2.56 2.15
H -4.13 3.95 1.81
O -0.25 -4.35 -0.33
S 0.77 -3.33 -0.38
O 0.46 -2.38 -1.62
O 2.12 -3.78 -0.62
S 0.63 -2.12 1.22
*
```

***

# 2
This record from the Open Molecules 2025 dataset describes C20H24BeN7SSe2Si as an isolated structure at a distorted geometry. The level of theory is the ωB97M-V functional and the def2-TZVPD basis.

* gap between HOMO and LUMO: 0.276 hartree
* energy above the lowest of the compared OMol25 structures with the same formula, charge and spin: 36.4 kcal per mole
* DFT total energy: -181366.538 eV
* E_HOMO: -10.245 eV

ORCA input file:
```
! wB97M-V def2-TZVPD RIJCOSX def2/J DEFGRID3
* xyz 1 1
Be -0.55 -0.82 1.18
Se -2.45 -3.44 2.82
Se -0.21 -3.41 3.14
C -0.05 -1.65 3.86
C 0.59 -1.46 5.08
C 0.61 -0.19 5.63
C -0.04 0.83 4.95
C -0.63 0.55 3.73
N -0.60 -0.66 3.17
C -2.82 -2.56 1.15
C -3.74 -3.19 0.33
C -4.28 -2.50 -0.74
C -3.92 -1.17 -0.90
C -2.97 -0.63 -0.05
N -2.38 -1.32 0.92
H 1.05 -2.31 5.57
H 1.12 -0.01 6.57
H -0.07 1.83 5.35
H -1.12 1.33 3.16
H -4.02 -4.22 0.54
H -4.98 -2.98 -1.41
H -4.36 -0.57 -1.68
H -2.68 0.41 -0.15
C 0.23 4.13 -0.84
Si 0.06 3.04 -2.39
C 1.67 3.15 -3.41
C -1.42 3.65 -3.43
C -0.21 1.16 -2.12
C -0.35 0.35 -3.23
C -0.54 -1.03 -3.12
C -0.57 -1.57 -1.86
N -0.45 -0.82 -0.77
C -0.27 0.50 -0.88
S -0.22 1.24 0.66
H 0.41 5.16 -1.14
H 1.06 3.82 -0.21
H -0.67 4.11 -0.24
H 1.87 4.18 -3.70
H 1.61 2.56 -4.31
H 2.53 2.81 -2.84
H -1.27 4.68 -3.71
H -2.35 3.59 -2.88
H -1.53 3.07 -4.34
H -0.33 0.80 -4.21
H -0.66 -1.65 -3.99
H -0.72 -2.63 -1.69
N 5.46 -2.40 0.37
C 4.31 -1.74 0.25
N 4.27 -0.64 -0.52
N 3.26 -2.20 0.89
C 2.08 -1.80 1.00
N 0.96 -1.59 1.23
H 6.27 -2.15 -0.16
H 5.48 -3.26 0.90
H 5.10 -0.28 -0.97
H 3.43 -0.08 -0.55
*
```

***

# 3
This record from the Open Molecules 2025 dataset describes a 2-piece molecular cluster, C5H14O overall at a distorted geometry. The level of theory is the ωB97M-V functional and the def2-TZVPD basis.

* gap between HOMO and LUMO: 0.411 hartree
* energy above the lowest of the compared OMol25 structures with the same formula, charge and spin: 29.5 kcal per mole
* DFT total energy: -7458.505 eV
* SMILES: CCC.CCO
* E_HOMO: -10.262 eV

ORCA input file:
```
! wB97M-V def2-TZVPD RIJCOSX def2/J DEFGRID3
* xyz 0 1
C -0.56 1.20 -1.58
C -0.45 2.26 -0.50
C 0.22 1.84 0.83
H 0.01 0.30 -1.36
H -1.57 0.98 -1.96
H -0.09 1.47 -2.55
H -1.45 2.63 -0.26
H 0.10 3.12 -0.89
H 1.24 2.21 0.80
H 0.18 0.77 1.05
H -0.34 2.18 1.71
C 0.72 -1.64 1.29
C 0.32 -2.16 -0.10
O -0.31 -3.44 0.06
H 1.37 -2.38 1.72
H -0.22 -1.47 1.82
H 1.26 -0.70 1.26
H -0.31 -1.38 -0.53
H 1.14 -2.41 -0.75
H -1.26 -3.39 -0.06
*
```

***

# 4
This record from the Open Molecules 2025 dataset describes C32H29FO18V2 as an isolated structure at a distorted geometry. The level of theory is the ωB97M-V functional and the def2-TZVPD basis.

* gap between HOMO and LUMO: 0.208 hartree
* DFT total energy: -124605.886 eV
* E_HOMO: -2.675 eV

ORCA input file:
```
! wB97M-V def2-TZVPD RIJCOSX def2/J DEFGRID3
* xyz -2 1
O -1.04 -2.37 -6.02
V -0.89 -1.51 -4.64
O -1.08 -2.51 -3.44
O -0.87 -0.81 -1.08
V 0.21 0.31 -1.57
O 1.54 0.00 -0.83
C -0.69 2.73 -2.32
O -0.95 3.64 -3.13
O -1.54 1.88 -1.84
O 0.58 2.37 -2.09
C 1.29 0.08 -4.64
O 0.69 -0.39 -3.54
O 1.86 1.16 -4.73
O 0.91 -0.62 -5.69
F -0.89 1.30 0.93
C -1.33 2.29 1.70
C -1.30 2.13 3.08
C -1.84 3.12 3.89
C -2.27 4.31 3.30
C -2.24 4.47 1.92
C -1.77 3.45 1.10
H -0.88 1.22 3.50
H -1.99 2.99 4.95
H -2.77 5.05 3.91
H -2.59 5.39 1.47
H -1.74 3.57 0.02
C 0.32 -5.78 -1.82
C 0.70 -5.62 -3.15
C 1.34 -4.46 -3.53
C 1.70 -3.52 -2.58
C 1.28 -3.66 -1.26
C 0.61 -4.81 -0.89
O 0.30 -5.10 0.43
O 1.74 -4.37 -4.84
H -0.04 -6.76 -1.52
H 0.50 -6.40 -3.87
H 2.25 -2.63 -2.86
H 1.58 -2.89 -0.56
H 0.69 -4.45 1.02
H 1.86 -3.45 -5.10
C 2.46 -0.93 2.16
C 2.85 0.20 2.85
C 2.29 0.54 4.07
C 1.31 -0.26 4.62
C 0.90 -1.40 3.94
C 1.47 -1.72 2.72
O 1.04 -2.86 2.05
O 2.70 1.65 4.76
H 2.96 -1.32 1.29
H 3.67 0.81 2.49
H 0.89 0.01 5.58
H 0.17 -2.04 4.42
H 0.20 -3.12 2.44
H 3.64 1.81 4.62
C 1.48 4.89 0.34
C 1.48 6.18 0.84
C 2.69 6.85 0.92
C 3.86 6.25 0.56
C 3.86 4.95 0.05
C 2.66 4.25 -0.03
O 2.66 3.00 -0.49
O 2.73 8.12 1.52
H 0.57 4.32 0.25
H 0.57 6.63 1.20
H 4.82 6.73 0.68
H 4.79 4.46 -0.21
H 1.86 2.77 -1.04
H 2.70 8.83 0.87
C -2.66 -3.40 -0.66
C -3.48 -2.34 -1.04
C -4.85 -2.50 -0.96
C -5.42 -3.67 -0.49
C -4.59 -4.70 -0.07
C -3.23 -4.55 -0.12
O -2.44 -5.57 0.36
O -5.64 -1.42 -1.34
H -1.59 -3.27 -0.74
H -3.01 -1.41 -1.36
H -6.51 -3.70 -0.45
H -4.98 -5.64 0.30
H -1.55 -5.20 0.50
H -6.55 -1.62 -1.12
*
```

***

# 5
This record from the Open Molecules 2025 dataset describes a 2-piece molecular cluster, C4H8O2S overall at a distorted geometry. The level of theory is the ωB97M-V functional and the def2-TZVPD basis.

* gap between HOMO and LUMO: 0.231 hartree
* energy above the lowest of the compared OMol25 structures with the same formula, charge and spin: 183.3 kcal per mole
* DFT total energy: -19200.451 eV
* E_HOMO: -7.227 eV

ORCA input file:
```
! wB97M-V def2-TZVPD RIJCOSX def2/J DEFGRID3
* xyz 0 1
C 0.92 -0.03 0.02
C 1.93 2.61 0.10
C -1.74 -1.71 0.34
C -1.46 -0.44 -0.36
O 1.40 -0.78 -0.93
O -0.32 0.24 0.30
S 1.95 -1.32 0.59
H 2.41 2.99 1.05
H 0.91 2.37 -0.26
H 2.65 2.52 -0.67
H -2.31 -1.53 1.22
H -2.24 -2.60 -0.29
H -0.78 -2.16 0.50
H -2.12 0.47 -0.17
H -1.20 -0.63 -1.45
*
```

***

# 6
This record from the Open Molecules 2025 dataset describes C21H23N4O3RuS as an isolated structure at a distorted geometry. The level of theory is the ωB97M-V functional and the def2-TZVPD basis.

* gap between HOMO and LUMO (alpha / beta): 0.329 / 0.213 hartree
* energy above the lowest of the compared OMol25 structures with the same formula, charge and spin: 0.0 kcal per mole
* DFT total energy: -47656.427 eV
* E_HOMO (alpha / beta): -14.729 / -14.804 eV

ORCA input file:
```
! wB97M-V def2-TZVPD RIJCOSX def2/J DEFGRID3
* xyz 2 2
Ru -0.39 1.66 0.67
C 0.61 -1.55 3.67
C 1.44 -0.32 3.31
C 2.72 -0.69 2.55
C 0.68 0.83 2.70
C -0.75 0.93 2.79
C -1.41 2.15 2.59
C -0.70 3.32 2.15
C -1.39 4.63 1.97
C 0.66 3.14 1.86
C 1.34 1.92 2.14
H 1.25 -2.25 4.20
H 0.21 -2.05 2.79
H -0.22 -1.31 4.34
H 1.75 0.13 4.27
H 2.49 -1.05 1.55
H 3.22 -1.50 3.08
H 3.43 0.13 2.49
H -1.33 0.07 3.07
H -2.48 2.20 2.73
H -1.38 5.17 2.92
H -2.44 4.50 1.68
H -0.89 5.25 1.23
H 1.21 3.97 1.43
H 2.40 1.86 1.95
N -2.51 -4.75 -4.63
C -1.95 -4.00 -3.69
C -0.53 -3.99 -3.51
C 0.03 -3.21 -2.51
C -0.79 -2.44 -1.68
C -2.18 -2.43 -1.84
C -2.77 -3.20 -2.83
S -0.04 -1.51 -0.31
O -0.88 -1.70 0.82
O 1.34 -1.89 -0.30
N -0.23 0.03 -0.74
C 0.70 0.67 -1.52
N 0.79 1.94 -1.04
C 1.61 2.79 -1.65
C 2.34 2.36 -2.74
C 2.17 1.05 -3.16
N 1.34 0.19 -2.56
H -1.95 -5.33 -5.24
H -3.50 -4.78 -4.77
H 0.10 -4.59 -4.15
H 1.10 -3.19 -2.36
H -2.80 -1.85 -1.17
H -3.85 -3.20 -2.95
H 1.67 3.80 -1.26
H 3.02 3.03 -3.25
H 2.72 0.67 -4.01
O -2.96 2.33 -0.81
C -2.01 2.07 -0.27
*
```

***

# 7
This record from the Open Molecules 2025 dataset describes one molecule with the formula C4H5N3O2 at a distorted geometry. The level of theory is the ωB97M-V functional and the def2-TZVPD basis.

* gap between HOMO and LUMO (alpha / beta): 0.240 / 0.253 hartree
* energy above the lowest of the compared OMol25 structures with the same formula, charge and spin: 158.0 kcal per mole
* DFT total energy: -12789.022 eV
* SMILES: NC(=C=O)/C=C\N=[NH+]/[O-]
* E_HOMO (alpha / beta): -7.224 / -7.244 eV

ORCA input file:
```
! wB97M-V def2-TZVPD RIJCOSX def2/J DEFGRID3
* xyz 0 1
N -2.67 -0.45 0.08
C -1.26 -0.21 0.11
C -0.44 -1.28 -0.11
O -0.17 -2.37 -0.06
C -0.60 1.08 0.22
C 0.77 1.11 0.04
N 1.36 -0.14 0.03
N 2.64 -0.29 -0.01
O 3.51 0.61 -0.18
H -2.82 -1.24 -0.57
H -3.22 0.36 -0.14
H -1.29 1.84 0.39
H 1.16 2.11 0.04
H 3.06 -1.14 0.16
*
```

***

# 8
This record from the Open Molecules 2025 dataset describes one molecule with the formula C5H10O2 at a distorted geometry. The level of theory is the ωB97M-V functional and the def2-TZVPD basis.

* gap between HOMO and LUMO: 0.351 hartree
* energy above the lowest of the compared OMol25 structures with the same formula, charge and spin: 88.3 kcal per mole
* DFT total energy: -9439.212 eV
* SMILES: C=C[C@@H](O)[C@@H](C)O
* E_HOMO: -8.828 eV

ORCA input file:
```
! wB97M-V def2-TZVPD RIJCOSX def2/J DEFGRID3
* xyz 0 1
C 2.51 -0.16 0.09
C 1.55 0.30 -0.75
C 0.27 -0.38 -0.26
O 0.49 -0.22 1.16
C -1.13 0.18 -0.50
C -2.11 -0.55 0.41
O -1.16 1.55 -0.12
H 3.32 0.36 0.57
H 2.38 -1.17 0.46
H 1.70 0.98 -1.58
H 0.29 -1.45 -0.51
H 0.74 0.72 1.12
H -1.43 0.06 -1.55
H -3.12 -0.12 0.34
H -2.15 -1.61 0.16
H -1.78 -0.46 1.45
H -0.37 1.98 -0.48
*
```